(1)
Computed, not measured: 2 unconnected molecules or ions with the total composition CH4N2O3S at a distorted geometry, with ωB97M-V/def2-TZVPD.

The calculation puts the frontier orbital gap (alpha / beta) at 7.777 / 7.764 eV. Its strongest force on any atom is 6.80 eV/A. The value obtained for the relative energy (zero: lowest compared OMol25 entry of this formula, charge and spin) is 112.6 kcal/mol. Its net charge is 0. As for the HOMO energy (alpha / beta): -9.696 / -9.701 eV. As for the total energy: -773.7464 hartree.

Last column: Löwdin charge in e.
Element x y z (Å)
C -0.96 -0.76 0.59  -0.179
N -2.26 -0.65 0.33  0.079
N -0.19 -0.39 -0.46  -0.157
O 2.21 -0.03 -1.39  -0.273
O 1.91 -1.13 0.75  -0.254
O 1.38 2.05 0.74  -0.191
S 1.49 -0.17 -0.18  0.771
H 2.21 2.27 0.52  -0.109
H -2.87 -0.88 1.06  0.072
H -2.62 -0.45 -0.59  0.103
H -0.31 0.14 -1.35  0.137

(2)
Computed, not measured: a molecular structure, CH4N2O4 at a distorted geometry, with ωB97M-V/def2-TZVPD.

The calculation puts the frontier orbital gap at 6.309 eV. Its strongest force on any atom is 5.83 eV/A. The value obtained for the relative energy (zero: lowest compared OMol25 entry of this formula, charge and spin) is 119.6 kcal/mol. Its net charge is 0. As for the HOMO energy: -8.312 eV. As for the total energy: -450.7064 hartree.

Last column: Löwdin charge in e.
Element x y z (Å)
C -1.91 -0.64 -0.05  -0.009
N -0.65 1.31 0.40  0.078
N 2.32 -0.45 0.01  -0.270
O 2.38 0.63 -0.72  -0.126
O 3.26 -1.19 0.16  -0.049
O 0.47 1.90 0.37  0.069
O -0.65 0.07 -0.05  -0.090
H -2.30 -0.74 1.03  0.121
H -1.70 -1.80 -0.20  0.144
H -2.57 -0.33 -0.76  0.049
H 1.35 1.25 -0.19  0.084

(3)
Computed, not measured: a molecular structure, CH4N2O6S2 at a distorted geometry, with ωB97M-V/def2-TZVPD.

The calculation puts the frontier orbital gap at 6.507 eV. Its strongest force on any atom is 4.10 eV/A. The value obtained for the relative energy (zero: lowest compared OMol25 entry of this formula, charge and spin) is 58.7 kcal/mol. Its net charge is -2. As for the HOMO energy: -0.276 eV. As for the total energy: -1397.7369 hartree.

Last column: Löwdin charge in e.
Element x y z (Å)
C 1.32 0.40 1.02  -0.418
N -1.76 -1.11 -0.12  -0.097
N -1.27 -0.92 0.98  -0.041
O 0.04 1.59 -0.72  -0.432
O 1.41 -2.14 0.25  -0.420
O 1.21 3.15 0.85  -0.441
O 2.34 1.95 -0.96  -0.401
O 3.22 -0.75 -0.50  -0.371
O 0.98 -0.43 -1.52  -0.266
S 1.32 1.86 0.08  0.418
S 1.81 -0.78 -0.22  0.490
H 1.96 0.40 1.91  0.040
H -1.19 -1.03 -1.05  0.055
H 0.38 0.34 -1.23  -0.060
H -0.32 -0.49 0.94  -0.058

(4)
Computed, not measured: 2 unconnected molecules or ions with the total composition CH4N2OS at a distorted geometry, with ωB97M-V/def2-TZVPD.

The calculation puts the frontier orbital gap at 8.238 eV. Its strongest force on any atom is 7.28 eV/A. The value obtained for the relative energy (zero: lowest compared OMol25 entry of this formula, charge and spin) is 168.7 kcal/mol. Its net charge is 0. As for the HOMO energy: -8.871 eV. As for the total energy: -623.1903 hartree.

Last column: Löwdin charge in e.
Element x y z (Å)
C 0.50 0.77 0.16  -0.403
H -3.13 0.21 0.74  -0.008
H 0.02 -1.15 0.36  0.037
H -0.35 1.70 0.25  0.148
H 3.14 -0.73 -1.01  0.325
N -0.30 -0.23 0.67  -0.370
N 1.68 0.58 -0.25  -0.155
O 2.16 -0.60 0.05  -0.172
S -1.85 -0.14 -0.29  0.597

(5)
Computed, not measured: CH4N2OS in the gas phase at a distorted geometry, with ωB97M-V/def2-TZVPD.

The calculation puts the frontier orbital gap at 9.679 eV. Its strongest force on any atom is 5.34 eV/A. The value obtained for the relative energy (zero: lowest compared OMol25 entry of this formula, charge and spin) is 88.4 kcal/mol. Its net charge is 0. As for the HOMO energy: -9.022 eV. As for the total energy: -623.3184 hartree.

Last column: Löwdin charge in e.
Element x y z (Å)
C 0.31 -0.35 -0.36  -0.403
H -1.75 0.25 1.11  -0.046
H -0.61 -2.01 -0.03  0.136
H 1.34 -0.83 -0.41  0.150
H 1.71 2.32 0.15  0.186
N -0.77 -1.09 -0.63  -0.430
N 0.35 0.89 0.05  -0.074
O 1.72 1.22 0.26  -0.176
S -2.29 -0.40 -0.14  0.657

(6)
Computed, not measured: CH4N2P2 in the gas phase at a distorted geometry, with ωB97M-V/def2-TZVPD.

The calculation puts the frontier orbital gap at 8.700 eV. Its strongest force on any atom is 3.67 eV/A. The value obtained for the relative energy (zero: lowest compared OMol25 entry of this formula, charge and spin) is 23.4 kcal/mol. Its net charge is 0. As for the HOMO energy: -8.283 eV. As for the total energy: -832.6476 hartree.

Last column: Löwdin charge in e.
Element x y z (Å)
C -0.85 0.70 -0.36  -0.901
N -0.83 1.95 -0.44  0.028
N 1.16 -0.93 0.09  -0.368
P -1.67 -0.63 0.68  0.635
P -0.12 -0.88 -0.98  0.617
H -0.38 2.44 -1.24  0.056
H 1.74 -1.82 0.27  0.085
H 1.62 -0.10 0.35  0.006
H -0.67 -0.72 1.63  -0.158

(7)
Computed, not measured: CH4N2P2 in the gas phase at a distorted geometry, with ωB97M-V/def2-TZVPD.

The calculation puts the frontier orbital gap at 7.920 eV. Its strongest force on any atom is 3.87 eV/A. The value obtained for the relative energy (zero: lowest compared OMol25 entry of this formula, charge and spin) is 43.3 kcal/mol. Its net charge is 0. As for the HOMO energy: -7.306 eV. As for the total energy: -832.6158 hartree.

Last column: Löwdin charge in e.
Element x y z (Å)
C 1.18 0.49 0.24  -0.860
N 1.44 1.65 0.42  0.056
N -1.58 -0.55 -0.08  -0.355
P 1.37 -0.87 -0.78  0.621
P -0.16 -1.02 0.83  0.565
H 1.26 2.38 1.13  0.078
H -1.87 -1.40 -0.72  0.076
H -2.08 -0.21 0.69  -0.056
H 0.45 -0.47 -1.72  -0.124

(8)
Computed, not measured: 2 unconnected molecules or ions with the total composition CH4N2P2 at a distorted geometry, with ωB97M-V/def2-TZVPD.

The calculation puts the frontier orbital gap (alpha / beta) at 7.204 / 7.200 eV. Its strongest force on any atom is 2.99 eV/A. The value obtained for the relative energy (zero: lowest compared OMol25 entry of this formula, charge and spin) is 81.7 kcal/mol. Its net charge is 0. As for the HOMO energy (alpha / beta): -8.660 / -8.661 eV. As for the total energy: -832.5547 hartree.

Last column: Löwdin charge in e.
Element x y z (Å)
C 0.94 -0.52 -0.39  -0.946
N 0.84 -1.77 -0.46  0.042
N -1.06 1.12 0.03  -0.341
P 1.67 0.78 0.85  0.633
P 0.41 1.12 -0.89  0.568
H 0.17 -2.03 -1.10  0.006
H -1.85 1.21 -0.61  0.007
H -1.03 0.22 0.58  -0.061
H -0.10 -0.13 2.00  0.092

(9)
Computed, not measured: CH4N2S in the gas phase at a distorted geometry, with ωB97M-V/def2-TZVPD.

The calculation puts the frontier orbital gap (alpha / beta) at 7.857 / 8.261 eV. Its strongest force on any atom is 4.37 eV/A. The value obtained for the relative energy (zero: lowest compared OMol25 entry of this formula, charge and spin) is 112.7 kcal/mol. Its net charge is 0. As for the HOMO energy (alpha / beta): -7.523 / -7.736 eV. As for the total energy: -548.0322 hartree.

Last column: Löwdin charge in e.
Element x y z (Å)
C -1.31 -0.79 -0.10  0.038
N -0.40 0.36 0.14  -0.200
N 0.85 1.04 0.08  -0.440
S 2.13 -0.03 -0.06  0.642
H -0.84 -1.69 -0.46  0.015
H -2.35 -0.77 0.33  0.067
H -1.01 0.95 0.58  0.042
H 2.94 0.93 -0.50  -0.163

(10)
Computed, not measured: CH4N2S2 in the gas phase at a distorted geometry, with ωB97M-V/def2-TZVPD.

The calculation puts the frontier orbital gap at 8.880 eV. Its strongest force on any atom is 1.85 eV/A. The value obtained for the relative energy (zero: lowest compared OMol25 entry of this formula, charge and spin) is 28.3 kcal/mol. Its net charge is 0. As for the HOMO energy: -8.177 eV. As for the total energy: -946.3414 hartree.

Last column: Löwdin charge in e.
Element x y z (Å)
C -0.10 -0.22 -0.26  -0.470
H 2.59 -0.54 1.21  -0.117
H 1.09 1.41 -0.29  0.083
H -0.01 -1.30 -0.32  0.101
H -3.43 0.62 0.25  -0.147
N 1.09 0.41 -0.21  -0.451
N -1.17 0.46 -0.06  -0.386
S 2.60 -0.38 -0.17  0.738
S -2.65 -0.44 -0.15  0.648

Number 9 is which compound? CH4N2S

Among the records above, which one has the highest relative energy (zero: lowest compared OMol25 entry of this formula, charge and spin)? number 4

The lowest net charge belongs to which entry? CH4N2O6S2

What did the first record say?
Computed, not measured: 2 unconnected molecules or ions with the total composition CH4N2O3S at a distorted geometry, with ωB97M-V/def2-TZVPD.

The calculation puts the frontier orbital gap (alpha / beta) at 7.777 / 7.764 eV. Its strongest force on any atom is 6.80 eV/A. The value obtained for the relative energy (zero: lowest compared OMol25 entry of this formula, charge and spin) is 112.6 kcal/mol. Its net charge is 0. As for the HOMO energy (alpha / beta): -9.696 / -9.701 eV. As for the total energy: -773.7464 hartree.

Last column: Löwdin charge in e.
Element x y z (Å)
C -0.96 -0.76 0.59  -0.179
N -2.26 -0.65 0.33  0.079
N -0.19 -0.39 -0.46  -0.157
O 2.21 -0.03 -1.39  -0.273
O 1.91 -1.13 0.75  -0.254
O 1.38 2.05 0.74  -0.191
S 1.49 -0.17 -0.18  0.771
H 2.21 2.27 0.52  -0.109
H -2.87 -0.88 1.06  0.072
H -2.62 -0.45 -0.59  0.103
H -0.31 0.14 -1.35  0.137